Formula: C42H35ClN6O5SW
Source: the Open Molecules 2025 dataset
Level of theory: ωB97M-V/def2-TZVPD

Results
Spin multiplicity: 1
Total charge: 0
ΔE to the lowest compared entry with this formula, charge and spin, eV: 0.000
Kohn-Sham gap (alpha / beta), eV: 5.8 / 5.8
E_HOMO (alpha / beta), eV: -6.56 / -6.55

Each line ends with the Löwdin charge.
CARTESIAN COORDINATES (ANGSTROEM)
W -0.390 -0.792 0.744  1.668
Cl -7.657 -1.390 0.831  0.647
C -5.935 -1.558 0.670  -0.678
C -5.401 -2.711 0.089  -0.086
C -4.044 -2.845 -0.028  0.008
C -3.128 -1.856 0.407  -0.377
O -1.867 -2.150 0.222  -0.275
C -3.691 -0.672 0.985  -0.142
C -2.998 0.471 1.532  -0.069
N -1.745 0.732 1.435  -0.069
C -1.139 1.756 2.185  -0.179
C -1.715 2.974 2.436  0.003
C -1.061 3.920 3.252  -0.061
C 0.157 3.642 3.803  -0.027
C 0.793 2.407 3.534  -0.138
C 2.064 2.069 4.053  0.008
C 2.632 0.873 3.729  -0.021
C 1.947 0.011 2.849  -0.086
N 0.771 0.295 2.355  -0.002
C 0.157 1.468 2.704  -0.130
C -5.097 -0.576 1.114  -0.070
H -6.062 -3.492 -0.260  0.109
H -3.611 -3.732 -0.471  0.125
H -3.622 1.144 2.120  0.135
H -2.675 3.215 1.999  0.117
H -1.538 4.874 3.432  0.108
H 0.660 4.362 4.436  0.115
H 2.571 2.772 4.703  0.122
H 3.599 0.577 4.107  0.111
H 2.395 -0.922 2.525  0.115
H -5.518 0.310 1.572  0.110
O 1.649 -0.801 -3.318  0.066
C 2.785 -1.394 -2.908  -0.260
C 3.879 -1.323 -3.774  -0.013
C 5.083 -1.904 -3.440  -0.084
C 5.230 -2.579 -2.229  -0.096
C 4.156 -2.647 -1.368  -0.036
C 2.927 -2.058 -1.679  -0.084
C 1.853 -2.068 -0.668  -0.417
O 0.770 -1.393 -0.926  -0.257
N 2.004 -2.688 0.455  0.090
N 0.851 -2.503 1.241  -0.118
C 0.801 -3.361 2.205  -0.066
C -0.179 -3.391 3.244  -0.148
C -0.175 -4.441 4.179  -0.044
C -1.066 -4.461 5.224  -0.100
C -1.976 -3.407 5.363  -0.085
C -1.992 -2.363 4.468  -0.005
C -1.101 -2.343 3.380  -0.305
O -1.152 -1.335 2.544  -0.222
H 0.991 -0.872 -2.593  0.065
H 3.745 -0.794 -4.709  0.118
H 5.916 -1.833 -4.128  0.102
H 6.173 -3.040 -1.967  0.096
H 4.246 -3.154 -0.416  0.106
H 1.598 -4.097 2.234  0.130
H 0.546 -5.241 4.057  0.112
H -1.062 -5.277 5.933  0.098
H -2.678 -3.412 6.187  0.102
H -2.695 -1.545 4.566  0.115
C -0.597 2.992 -4.840  -0.069
C -1.371 3.360 -3.581  -0.200
N -1.913 2.199 -2.867  -0.119
C -3.311 1.845 -3.099  -0.247
C -3.520 0.937 -4.302  -0.075
C -1.098 1.435 -2.122  -0.631
S -1.672 -0.060 -1.509  0.893
N 0.174 1.863 -2.038  0.131
C 0.982 1.469 -1.086  -0.414
O 0.647 0.947 0.023  -0.182
C 2.432 1.728 -1.294  -0.127
C 2.878 2.520 -2.350  -0.016
C 4.235 2.657 -2.586  -0.074
C 5.153 1.996 -1.779  -0.081
C 4.714 1.206 -0.728  -0.068
C 3.356 1.078 -0.482  -0.014
H -0.215 3.898 -5.313  0.076
H -1.230 2.477 -5.562  0.062
H 0.243 2.343 -4.595  0.064
H -2.221 3.996 -3.832  0.114
H -0.733 3.918 -2.899  0.111
H -3.862 2.780 -3.221  0.114
H -3.685 1.359 -2.199  0.080
H -3.234 1.430 -5.231  0.063
H -4.571 0.659 -4.380  0.077
H -2.933 0.025 -4.196  0.063
H 2.151 3.009 -2.982  0.104
H 4.580 3.271 -3.407  0.102
H 6.214 2.092 -1.977  0.102
H 5.427 0.674 -0.111  0.106
H 2.999 0.446 0.321  0.101

---

Formula: C23H40Cl3N4O3ScSi
Source: the Open Molecules 2025 dataset
Level of theory: ωB97M-V/def2-TZVPD

Results
Spin multiplicity: 1
Total charge: 0
ΔE to the lowest compared entry with this formula, charge and spin, eV: 1.973
Kohn-Sham gap, eV: 7.8
E_HOMO, eV: -7.34

Each line ends with the Löwdin charge.
CARTESIAN COORDINATES (ANGSTROEM)
C -1.249 2.033 -3.310  -0.053
C -1.000 0.566 -3.178  -0.228
H -1.314 2.304 -4.372  0.070
H -0.451 2.643 -2.852  0.064
H -2.194 2.308 -2.817  0.088
C -0.505 -0.180 -4.175  -0.122
C -0.077 0.350 -5.506  -0.114
H -0.413 -1.257 -4.060  0.094
H 0.422 1.324 -5.441  0.070
H -0.918 0.451 -6.204  0.077
H 0.622 -0.362 -5.960  0.065
Sc 0.254 0.565 1.502  0.414
Cl -2.106 0.943 1.896  0.034
Cl 2.135 1.947 2.390  0.143
C -1.255 -2.217 1.578  -0.257
O -0.243 -1.476 1.697  -0.178
N -1.137 -3.546 1.611  -0.147
C 0.191 -4.147 1.701  -0.009
C -2.288 -4.436 1.558  -0.036
H -2.264 -1.797 1.467  0.121
H 0.904 -3.368 1.980  0.092
H 0.473 -4.588 0.734  0.089
H 0.159 -4.941 2.455  0.095
H -3.209 -3.847 1.481  0.099
H -2.320 -5.057 2.466  0.094
H -2.219 -5.110 0.691  0.083
H 2.015 1.283 -2.037  0.085
H 2.350 -1.337 -3.271  0.090
C 2.905 0.903 -1.511  -0.020
C 3.150 -1.358 -2.512  -0.042
N 2.801 -0.547 -1.357  -0.158
H 2.990 1.379 -0.531  0.071
C 2.357 -1.110 -0.223  -0.264
O 2.057 -0.443 0.793  -0.178
H 3.311 -2.398 -2.191  0.095
H 2.310 -2.218 -0.237  0.152
H 3.792 1.107 -2.123  0.092
H 4.067 -0.960 -2.968  0.093
O -0.138 0.317 -1.015  -0.409
C -1.203 -0.017 -1.780  -0.448
C -0.239 -2.360 -1.846  -0.053
C -1.362 -1.547 -1.749  -0.172
H 0.748 -1.875 -1.867  0.080
C -0.381 -3.750 -1.925  -0.091
H -2.139 0.420 -1.380  0.125
C -2.628 -2.118 -1.625  -0.033
H 0.515 -4.372 -2.002  0.101
C -1.657 -4.314 -1.916  -0.123
C -2.781 -3.499 -1.742  -0.101
H -3.481 -1.445 -1.460  0.123
H -1.773 -5.392 -2.018  0.098
H -3.779 -3.939 -1.689  0.103
Si 0.334 4.383 1.068  0.230
Cl 0.136 2.530 -0.036  0.477
C 2.148 4.816 1.288  -0.268
C -0.647 4.288 2.658  -0.208
C -0.353 5.653 -0.123  -0.221
H 2.774 4.325 0.529  0.027
H 2.509 4.544 2.293  -0.010
H 2.228 5.909 1.168  0.030
H 0.404 5.870 -0.891  0.034
H -0.558 6.585 0.424  0.035
H -1.277 5.311 -0.602  0.029
H -1.270 3.378 2.713  -0.026
H -1.302 5.175 2.699  0.035
H 0.029 4.325 3.530  0.027
N 0.597 1.336 4.790  -0.046
C 0.365 1.029 6.081  -0.083
C -0.233 -0.229 6.084  -0.064
C -0.319 -0.616 4.726  -0.124
N 0.193 0.357 3.934  -0.090
H 1.105 2.133 4.406  0.051
H 0.619 1.709 6.876  0.115
H -0.570 -0.801 6.930  0.087
H -0.719 -1.525 4.307  0.100

---

Formula: C19H35AlBO15
Source: the Open Molecules 2025 dataset
Level of theory: ωB97M-V/def2-TZVPD

Results
Spin multiplicity: 1
Total charge: -1
Kohn-Sham gap, eV: 5.5
E_HOMO, eV: -3.51

Each line ends with the Löwdin charge.
CARTESIAN COORDINATES (ANGSTROEM)
C -1.424 -1.946 -1.393  -0.177
O -0.287 -1.711 -0.603  -0.295
C 0.623 -0.770 -1.236  -0.316
Al 0.196 1.234 -0.946  0.414
B -1.836 1.732 -1.095  -0.603
O -2.321 2.334 -2.329  -0.019
O -2.835 1.577 -0.061  -0.100
C -3.820 0.614 -0.457  -0.139
H -2.290 -2.022 -0.698  0.078
H -1.386 -2.934 -1.927  0.079
H -1.613 -1.167 -2.161  0.073
H 1.616 -0.939 -0.732  0.039
H 0.813 -1.037 -2.315  0.051
H 0.708 1.694 0.497  -0.059
H 0.976 2.079 -2.085  -0.081
H -2.429 1.678 -3.019  0.051
H -3.761 -0.209 0.285  0.084
H -3.649 0.219 -1.479  0.074
H -4.857 1.013 -0.403  0.078
C -9.346 0.382 -0.671  -0.025
C -8.103 -0.186 -1.316  -0.341
C -8.303 -1.514 -1.992  -0.109
O -6.993 -2.078 -1.934  0.064
C -6.380 -1.539 -0.844  -0.551
O -5.351 -1.917 -0.397  0.171
O -7.112 -0.510 -0.338  0.080
H -9.090 1.225 -0.028  0.089
H -10.057 0.718 -1.426  0.087
H -9.835 -0.362 -0.038  0.086
H -7.667 0.550 -2.001  0.163
H -8.640 -1.419 -3.024  0.138
H -8.987 -2.175 -1.450  0.137
C 1.589 6.430 -4.992  -0.028
C 1.838 5.039 -5.529  -0.352
C 0.742 4.053 -5.233  -0.107
O 1.444 2.811 -5.251  0.053
C 2.728 3.083 -4.896  -0.562
O 3.543 2.263 -4.634  0.164
O 2.953 4.427 -4.882  0.078
H 2.498 7.031 -5.052  0.082
H 0.799 6.929 -5.556  0.084
H 1.299 6.399 -3.940  0.092
H 2.057 5.085 -6.602  0.153
H -0.048 4.062 -5.984  0.135
H 0.297 4.180 -4.242  0.141
C 5.381 -1.634 1.566  -0.015
C 4.635 -0.433 2.104  -0.351
C 3.254 -0.738 2.614  -0.104
O 2.592 0.514 2.452  0.058
C 3.208 1.155 1.419  -0.578
O 2.792 2.130 0.897  0.103
O 4.358 0.507 1.064  0.078
H 6.275 -1.317 1.026  0.088
H 5.678 -2.302 2.375  0.066
H 4.765 -2.194 0.858  0.090
H 5.238 0.073 2.861  0.140
H 3.247 -1.048 3.659  0.121
H 2.726 -1.485 2.012  0.141
C 3.220 -4.128 7.197  -0.022
C 3.956 -3.743 5.934  -0.336
C 5.330 -4.341 5.807  -0.101
O 5.990 -3.391 4.966  0.061
C 5.387 -2.192 5.179  -0.557
O 5.797 -1.153 4.778  0.168
O 4.253 -2.342 5.911  0.085
H 2.335 -3.505 7.327  0.091
H 2.912 -5.174 7.162  0.090
H 3.846 -3.978 8.079  0.087
H 3.339 -3.968 5.058  0.163
H 5.323 -5.328 5.347  0.140
H 5.869 -4.391 6.758  0.139

---

Formula: H2NO4S
Source: the Open Molecules 2025 dataset
Level of theory: ωB97M-V/def2-TZVPD

Results
Spin multiplicity: 1
Total charge: -1
ΔE to the lowest compared entry with this formula, charge and spin, eV: 2.239
Kohn-Sham gap (alpha / beta), eV: 5.9 / 9.5
E_HOMO (alpha / beta), eV: -2.76 / -5.45

Each line ends with the Löwdin charge.
CARTESIAN COORDINATES (ANGSTROEM)
N 0.354 0.770 -0.304  -0.094
O -2.979 -1.093 1.979  -0.439
O -0.475 -1.381 2.086  -0.451
O -1.646 0.248 3.541  -0.433
O -0.787 1.492 0.108  -0.198
S -1.659 -0.558 2.330  0.465
H 0.251 -0.170 -0.799  0.103
H 1.007 0.598 0.434  0.047